Record 1
Below is a molecular structure, C31H35InN4O7PTe at a distorted geometry, with properties calculated with wB97M-V/def2-TZVPD.

E_LUMO = -2.45 eV
ΔE to the lowest compared entry with this formula, charge and spin = 47.0 kJ/mol
E = -2747.44099 hartree

```
! wB97M-V def2-TZVPD RIJCOSX def2/J DEFGRID3
* xyz 1 1
In -0.5628 0.6361 -0.1510
C -2.2263 2.8213 1.4760
C -1.4827 2.0705 2.6020
C -0.0581 2.3674 2.3795
C 0.7289 2.7704 3.4650
C 2.0842 2.9413 3.2949
C 2.5603 2.7608 1.9932
C 1.7993 2.4152 0.9810
N 0.4960 2.1856 1.1758
N -2.4819 2.1231 0.2214
C -3.4949 1.0943 0.2345
C -3.4849 0.2601 -1.0118
C -4.5962 -0.2757 -1.5429
C -4.4895 -0.9402 -2.7630
C -3.2105 -1.1599 -3.3185
C -2.1073 -0.6513 -2.6133
N -2.2652 0.0698 -1.5506
C -2.6648 3.1400 -0.9009
C -1.4099 3.4412 -1.6444
C -1.2465 4.6936 -2.2711
C -0.1413 4.8859 -3.1051
C 0.7127 3.8119 -3.3324
C 0.4816 2.6887 -2.5846
N -0.5074 2.5000 -1.7265
H -1.6100 3.6781 1.1589
H -3.2225 3.2359 1.6953
H -1.6183 0.9817 2.6761
H -1.8084 2.5042 3.5532
H 0.1521 2.9816 4.3418
H 2.8047 3.2730 4.1173
H 3.6069 2.7333 1.8683
H 2.1404 2.2739 0.0014
H -4.5325 1.4776 0.3927
H -3.2946 0.4281 1.1052
H -5.5433 -0.2456 -1.0623
H -5.3349 -1.4645 -3.2194
H -3.0842 -1.6514 -4.3187
H -1.0834 -1.0275 -2.7752
H -3.0427 4.1383 -0.5231
H -3.3624 2.7372 -1.6389
H -1.8665 5.5226 -2.0262
H 0.0749 5.8589 -3.5127
H 1.5873 3.7374 -3.9195
H 1.1097 1.7747 -2.6555
O 0.7449 -0.5899 1.4813
C -0.2976 -1.2157 1.8050
O -1.4143 -0.7758 1.3315
C -0.2894 -2.2963 2.7518
C -1.3984 -2.6933 3.4626
C -1.3187 -3.7541 4.4106
C -0.1003 -4.3135 4.5396
O 0.1739 -5.3657 5.3950
C 1.4266 -5.8602 4.9060
O 2.0313 -4.8278 4.1360
C 1.0217 -3.9503 3.8271
C 0.9672 -2.8913 2.9403
H -2.3352 -2.1256 3.4255
H -2.0938 -4.2729 4.8820
H 1.2175 -6.7321 4.2952
H 2.0817 -6.1535 5.7651
H 1.8023 -2.5922 2.3030
C 4.8832 -1.8717 -0.0944
C 3.4813 -1.3046 -0.0785
O 3.1487 -1.2004 -1.4693
P 1.5892 -1.1665 -1.9938
O 0.9526 0.0839 -1.3843
Te 0.3507 -3.1671 -1.6147
O 1.7452 -0.7582 -3.5267
C 2.4216 -1.6548 -4.3852
C 1.8589 -1.5016 -5.7419
H 5.3052 -1.9377 0.9283
H 5.4875 -1.2424 -0.7053
H 4.9125 -2.9089 -0.5197
H 3.5770 -0.3572 0.3919
H 2.7448 -1.8728 0.4717
H 2.2569 -2.6185 -3.9111
H 3.4469 -1.3709 -4.2394
H 0.7954 -1.5957 -5.7750
H 2.2865 -2.2107 -6.4448
H 2.0313 -0.5319 -6.1313
*
```

Record 2
Below is a molecular structure, C31H35MgN3O5S2 at a distorted geometry, with properties calculated with wB97M-V/def2-TZVPD.

E_LUMO = -5.54 eV
ΔE to the lowest compared entry with this formula, charge and spin = 17.9 kJ/mol
E = -2738.79853 hartree

```
! wB97M-V def2-TZVPD RIJCOSX def2/J DEFGRID3
* xyz 2 1
Mg 0.7960 0.8626 0.1826
C 3.7835 1.0929 0.8247
C 3.2648 2.0937 1.8058
O 1.8780 1.7511 1.9743
C 1.1425 2.8731 2.6238
C -0.2406 3.1271 2.0283
O -0.4695 2.7663 0.6689
C -0.3623 3.9684 -0.1611
C 0.0140 3.5172 -1.5564
O 0.9837 2.4377 -1.6584
C 2.2900 3.0087 -1.7972
C 3.3676 1.9260 -1.5166
O 3.0167 1.0921 -0.4009
H 3.6270 0.1286 1.2532
H 4.8465 1.1320 0.5240
H 3.4160 3.1335 1.5191
H 3.7461 1.8848 2.7958
H 1.8118 3.7508 2.4190
H 1.0371 2.7445 3.6841
H -0.5084 4.1514 2.1489
H -0.9715 2.5655 2.6522
H 0.4057 4.6454 0.2725
H -1.3471 4.4545 -0.2199
H 0.4057 4.2796 -2.2075
H -0.8902 3.0867 -1.9978
H 2.4168 3.7599 -1.0371
H 2.5194 3.3982 -2.8049
H 4.3391 2.3766 -1.3409
H 3.4680 1.3020 -2.4208
S 0.5748 -2.6611 -6.1718
C 1.8394 -2.0814 -7.2564
C 2.3070 -0.8672 -6.8741
C 1.5851 -0.3344 -5.7604
C 0.6659 -1.2052 -5.2014
C 0.0366 -1.1750 -3.8824
C 0.5622 -0.3946 -2.8485
N -0.0601 -0.1240 -1.6902
C -1.2193 -0.6942 -1.4428
C -1.8955 -1.5402 -2.4254
C -3.1461 -2.1373 -2.1381
C -3.7990 -1.8265 -0.9458
C -3.2300 -0.9765 0.0673
C -3.8063 -0.8639 1.3150
C -2.9637 -0.5523 2.4124
C -1.7120 -0.0561 2.0707
N -1.2311 0.0244 0.8450
C -1.8993 -0.5145 -0.1704
C -3.4548 -0.8549 3.7452
C -4.7544 -1.2591 4.0660
C -4.9932 -1.1450 5.4839
C -3.8479 -0.7974 6.1402
S -2.4699 -0.5288 5.1466
C -1.1599 -1.8569 -3.5620
H 2.2250 -2.6961 -8.0230
H 3.1792 -0.4177 -7.2902
H 1.7516 0.6674 -5.3234
H 1.5757 0.0362 -2.9156
H -3.5953 -2.8870 -2.8183
H -4.8098 -2.2689 -0.7960
H -4.8854 -1.1419 1.4472
H -1.0326 0.2650 2.8493
H -5.4877 -1.5970 3.2958
H -5.9760 -1.3553 5.9229
H -3.7652 -0.6391 7.2100
H -1.3780 -2.6461 -4.2541
C 0.8138 -2.9048 3.1470
N 1.0680 -3.0328 1.7056
C 1.1364 -4.3981 1.1436
C 1.2424 -1.9847 0.8537
O 1.4530 -0.7768 1.1997
H 1.1030 -3.8354 3.6742
H -0.2844 -2.6339 3.2786
H 1.3513 -2.0390 3.5440
H 1.9941 -4.5323 0.4585
H 0.1871 -4.7147 0.7089
H 1.2751 -5.0653 1.9922
H 1.1435 -2.2907 -0.1909
*
```

Record 3
Below is a single C31H35N3O5 molecule, with properties calculated with wB97M-V/def2-TZVPD.

E_LUMO = 0.46 eV
ΔE to the lowest compared entry with this formula, charge and spin = 19.7 kJ/mol
structure (SMILES) = COc1ccc([C@H]2[C@H](C(=O)NCCCN3CCOCC3)c3ccccc3C(=O)N2c2ccc(OC)cc2)cc1
E = -1742.78130 hartree

```
! wB97M-V def2-TZVPD RIJCOSX def2/J DEFGRID3
* xyz 0 1
C 4.0322 5.5063 2.8575
H 3.0112 5.8908 2.9507
O 4.2157 4.8144 1.6463
C 3.4610 3.7072 1.4084
C 2.5067 3.1892 2.2776
C 1.7975 2.0558 1.9230
C 2.0126 1.4169 0.7100
C 2.9743 1.9333 -0.1500
C 3.6894 3.0609 0.1933
H 4.4381 3.4649 -0.4691
H 3.1798 1.4481 -1.0920
C 1.1692 0.2084 0.3654
N 1.7290 -0.6227 -0.6859
C 1.5960 -0.3057 -2.0043
O 2.1201 -0.9403 -2.9022
C 0.7598 0.8943 -2.2908
C 0.8823 1.5226 -3.5237
C 0.0982 2.6213 -3.8239
C -0.8171 3.0912 -2.8956
C -0.9484 2.4644 -1.6672
C -0.1608 1.3659 -1.3550
C -0.2480 0.6479 -0.0493
H -0.6541 1.3024 0.7288
C -1.1378 -0.6102 -0.0672
O -1.1736 -1.3570 0.8876
N -1.8375 -0.8050 -1.1975
H -1.7949 -0.1119 -1.9293
C -2.7872 -1.8852 -1.3449
H -2.6729 -2.3190 -2.3420
H -2.5285 -2.6351 -0.5942
C -4.2270 -1.4113 -1.1354
C -4.4178 -0.8297 0.2674
N -5.8163 -0.7977 0.6536
C -6.5693 0.2370 -0.0344
C -8.0411 0.1400 0.3678
O -8.2080 0.2743 1.7587
C -7.4657 -0.7125 2.4362
C -5.9802 -0.6295 2.0883
H -5.4408 -1.4277 2.6017
H -5.5829 0.3434 2.4297
H -7.6237 -0.5385 3.5019
H -7.8409 -1.7111 2.1667
H -8.6204 0.9438 -0.0900
H -8.4368 -0.8323 0.0373
H -6.4842 0.0890 -1.1115
H -6.1896 1.2446 0.2185
H -3.9579 0.1735 0.3262
H -3.8954 -1.4726 0.9793
H -4.4764 -0.6696 -1.8971
H -4.8993 -2.2613 -1.2515
H -1.6613 2.8329 -0.9429
H -1.4298 3.9498 -3.1271
H 0.1982 3.1119 -4.7802
H 1.5985 1.1315 -4.2304
C 2.4958 -1.7420 -0.2854
C 3.3911 -1.6324 0.7690
C 4.1237 -2.7281 1.1921
C 3.9732 -3.9544 0.5558
C 3.0756 -4.0594 -0.5079
C 2.3418 -2.9705 -0.9212
H 1.6502 -3.0657 -1.7419
H 2.9659 -5.0166 -0.9921
O 4.6396 -5.0957 0.8885
C 5.5545 -5.0520 1.9552
H 5.0640 -4.7787 2.8955
H 6.3731 -4.3526 1.7559
H 5.9568 -6.0603 2.0402
H 4.8098 -2.6057 2.0153
H 3.5305 -0.6827 1.2642
H 1.0642 -0.4265 1.2542
H 1.0639 1.6582 2.6102
H 2.3084 3.6536 3.2306
H 4.7291 6.3423 2.8276
H 4.2634 4.8745 3.7213
*
```

Record 4
Below is a molecular structure, C31H35N7O6Pt, with properties calculated with wB97M-V/def2-TZVPD.

E_LUMO = -6.70 eV
ΔE to the lowest compared entry with this formula, charge and spin = 0.0 kJ/mol
E = -2155.94815 hartree

```
! wB97M-V def2-TZVPD RIJCOSX def2/J DEFGRID3
* xyz 2 1
Pt 0.3912 0.6431 0.5043
C -1.7261 2.6861 -1.9082
C -1.5340 1.3773 -2.6270
C -2.5174 0.9361 -3.5053
C -2.3201 -0.1933 -4.2805
C -1.1312 -0.8918 -4.1872
C -0.1254 -0.4965 -3.3094
C 1.1458 -1.2992 -3.2647
C -0.3417 0.6446 -2.5170
N 0.6173 1.0156 -1.5219
C 1.9282 1.1730 -1.8836
O 2.3635 1.4065 -2.9854
C 2.8895 0.9728 -0.7231
C 4.2669 1.0488 -0.7752
C 4.9860 0.8378 0.3997
C 4.3336 0.5670 1.6042
C 2.9564 0.4878 1.5999
N 2.3166 0.6768 0.4414
C 2.0562 0.2811 2.8164
O 2.5506 0.1721 3.9121
N 0.7302 0.2963 2.4954
C -0.2572 0.5300 3.5064
C -0.1903 1.7129 4.2572
C 0.9713 2.6633 4.1720
C -1.1959 1.9595 5.1859
C -2.2226 1.0536 5.3878
C -2.2455 -0.1359 4.6757
C -1.2667 -0.4216 3.7329
C -1.2756 -1.7565 3.0431
H -2.7670 3.0037 -1.9624
H -1.1159 3.4589 -2.3818
H -1.4261 2.6412 -0.8613
H -3.4358 1.5024 -3.5987
H -3.0881 -0.5184 -4.9698
H -0.9786 -1.7721 -4.8001
H 0.9600 -2.3184 -3.6032
H 1.5846 -1.3482 -2.2647
H 1.8985 -0.8592 -3.9201
H 4.7413 1.2754 -1.7208
H 6.0665 0.8949 0.3814
H 4.8612 0.4207 2.5376
H 1.3812 2.7292 3.1652
H 1.7743 2.3247 4.8307
H 0.6740 3.6619 4.4868
H -1.1547 2.8680 5.7735
H -2.9911 1.2612 6.1203
H -3.0222 -0.8654 4.8664
H -2.0670 -2.3824 3.4502
H -0.3261 -2.2750 3.1913
H -1.4546 -1.6673 1.9730
N 2.2370 3.7438 0.6335
C 0.9041 3.6837 0.5486
N 0.2359 4.7394 0.1022
O 0.2456 2.6590 0.9395
H 2.7421 4.5766 0.3761
H 2.7151 3.0771 1.2161
H 0.6766 5.6326 -0.0461
H -0.7654 4.6845 0.0230
O -1.7009 0.6100 0.7001
H -2.2290 0.8148 -0.0912
H -2.0315 1.1321 1.4518
O -2.9055 -3.7147 -4.7028
C -2.9031 -4.7084 -3.7197
N -1.8496 -4.4888 -2.7272
C -1.9327 -3.3962 -1.9467
O -2.8858 -2.6377 -1.9325
C -0.7574 -3.0943 -1.0477
C 0.1537 -4.0019 -0.5378
C 1.1586 -3.5429 0.3081
C 1.2326 -2.2029 0.6077
N 0.3484 -1.3261 0.0933
C -0.6301 -1.7620 -0.7023
H -3.4151 -2.9685 -4.3668
H -2.7082 -5.6631 -4.1999
H -3.8518 -4.7525 -3.1868
H -0.9519 -4.9175 -2.8856
H 0.0801 -5.0578 -0.7669
H 1.8789 -4.2197 0.7447
H 1.9831 -1.8223 1.2813
H -1.3420 -1.0592 -1.1052
*
```

Record 5
Below is a molecular structure, C31H35N7S2SeSn, with properties calculated with wB97M-V/def2-TZVPD.

E_LUMO = -6.48 eV
ΔE to the lowest compared entry with this formula, charge and spin = 0.0 kJ/mol
E = -4997.31053 hartree

```
! wB97M-V def2-TZVPD RIJCOSX def2/J DEFGRID3
* xyz 2 1
Sn -1.2288 0.5316 -2.1370
C -2.9300 -1.5660 1.6239
C -3.6209 -0.5696 2.2902
C -3.6986 0.6931 1.7201
C -3.0737 0.9240 0.5039
N -2.3671 -0.0356 -0.1142
C -2.3087 -1.2533 0.4295
C -3.2166 2.2027 -0.2420
C -3.9640 3.2752 0.2213
C -4.1228 4.3904 -0.5856
C -3.5349 4.4053 -1.8406
C -2.7766 3.3186 -2.2224
N -2.6133 2.2475 -1.4376
H -2.8715 -2.5737 2.0097
H -4.1119 -0.7720 3.2324
H -4.2597 1.4715 2.2122
H -1.7469 -1.9979 -0.1163
H -4.4316 3.2436 1.1927
H -4.7073 5.2321 -0.2402
H -3.6492 5.2428 -2.5131
H -2.2691 3.3022 -3.1786
S -3.1235 -0.5463 -3.2913
C -3.0097 -2.0515 -2.5320
N -2.9296 -3.0817 -2.0202
C 2.1817 1.8891 -7.3608
C 1.2757 1.3808 -6.2956
C 0.4784 0.2427 -6.4791
C -0.2961 -0.1838 -5.4300
N -0.2875 0.4864 -4.2675
C 0.4866 1.5901 -4.1881
S 0.3353 2.4081 -2.6368
N 1.2642 2.0547 -5.1372
H 1.9344 1.4762 -8.3353
H 3.2074 1.6054 -7.1133
H 2.1468 2.9764 -7.3911
H 0.4751 -0.2867 -7.4201
H -0.9336 -1.0574 -5.4851
C 2.9248 -5.0376 2.5668
C 3.1193 -3.8151 1.6769
C 2.1838 -3.7969 0.4685
C 0.7336 -3.4544 0.7956
N 0.5863 -2.0827 1.3081
C 0.5999 -0.9605 0.5737
Se 0.7203 -0.9925 -1.3087
N 0.5131 0.1102 1.3726
C 0.6685 1.5100 0.9621
C 2.1169 1.8644 0.6404
C 3.0530 1.8209 1.8466
C 2.8342 2.9690 2.8239
C 0.4270 -0.3339 2.6889
C 0.2895 0.3574 3.8909
C 0.2074 -0.4077 5.0345
C 0.2590 -1.8113 4.9919
C 0.3967 -2.4965 3.8047
C 0.4802 -1.7251 2.6467
H 3.6317 -5.0377 3.3951
H 3.0777 -5.9571 2.0007
H 1.9231 -5.0872 2.9983
H 4.1489 -3.7927 1.3175
H 2.9929 -2.8973 2.2614
H 2.1750 -4.7821 -0.0047
H 2.5478 -3.0985 -0.2902
H 0.3235 -4.1130 1.5592
H 0.1010 -3.5385 -0.0895
H 0.2703 2.1136 1.7759
H 0.0214 1.6835 0.0955
H 2.1134 2.8693 0.2093
H 2.4677 1.1956 -0.1487
H 4.0800 1.8537 1.4806
H 2.9558 0.8590 2.3615
H 3.0096 3.9303 2.3394
H 3.5143 2.8981 3.6714
H 1.8199 2.9892 3.2290
H 0.2615 1.4361 3.9378
H 0.1077 0.0839 5.9922
H 0.1941 -2.3658 5.9177
H 0.4470 -3.5749 3.7820
*
```

Record 6
Below is a molecular structure, C31H36BF3N6O5RuSSb at a distorted geometry, with properties calculated with wB97M-V/def2-TZVPD.

E_LUMO (spin up / spin down) = -0.60 / -0.74 eV
ΔE to the lowest compared entry with this formula, charge and spin = 129.0 kJ/mol
E = -2965.48176 hartree

```
! wB97M-V def2-TZVPD RIJCOSX def2/J DEFGRID3
* xyz 0 2
Ru -0.5202 0.5561 0.3120
O 0.4867 -0.1263 2.1370
C -0.1825 0.6405 2.8848
O -1.1211 1.3380 2.4347
C 0.1826 0.7230 4.3352
C -0.2685 1.7894 5.1006
C 0.0689 1.8761 6.4418
C 0.8471 0.8746 6.9864
C 1.3096 -0.1953 6.2491
C 0.9781 -0.2610 4.9050
N 1.2083 0.9557 8.4301
O 0.8290 1.9271 9.0486
O 1.8618 0.0484 8.8972
H -0.8891 2.5430 4.6344
H -0.2582 2.6953 7.0644
H 1.9182 -0.9508 6.7250
H 1.3282 -1.0768 4.2854
C -4.0638 0.8291 0.8711
N -3.7990 2.1551 0.2912
C -4.1446 3.2555 1.2042
C -2.9380 2.3486 -0.6976
N -2.1353 1.3761 -1.1991
N -2.8437 3.5972 -1.2306
C -1.6836 3.9830 -2.0311
C -4.0516 4.3714 -1.5100
H -4.8863 0.9455 1.5734
H -3.1894 0.4581 1.3952
H -4.3575 0.1200 0.1056
H -3.8364 2.9597 2.2074
H -5.2190 3.4409 1.2045
H -3.6167 4.1634 0.9401
H -1.5348 1.7618 -1.9163
H -0.7723 3.5845 -1.5997
H -1.6115 5.0689 -2.0113
H -1.7866 3.6643 -3.0741
H -4.9352 3.8246 -1.1974
H -4.1188 4.5380 -2.5863
H -4.0353 5.3418 -1.0109
F -1.7082 -0.2368 -2.8537
B -2.4884 -0.1338 -1.6835
F -3.8420 -0.2368 -2.0075
S -1.9252 -1.3030 -0.2895
Sb 0.5526 -1.6407 -1.8037
C 1.3673 -1.1682 -3.7013
C 0.6253 -1.3875 -4.8627
C 1.1945 -1.1444 -6.1082
C 2.4948 -0.6647 -6.1949
C 3.2222 -0.4106 -5.0392
C 2.6616 -0.6609 -3.7919
C 2.3508 -2.1838 -0.7771
C 2.5928 -1.7801 0.5324
C 3.7277 -2.2268 1.2033
C 4.6210 -3.0827 0.5759
C 4.3893 -3.4886 -0.7326
C 3.2558 -3.0458 -1.4066
C 0.0451 -3.7079 -2.1370
C 0.3393 -4.3912 -3.3183
C 0.1163 -5.7619 -3.4170
C -0.3908 -6.4634 -2.3337
C -0.6836 -5.7921 -1.1522
C -0.4712 -4.4232 -1.0555
H -0.3985 -1.7386 -4.7976
H 0.6208 -1.3260 -7.0097
H 2.9398 -0.4802 -7.1660
H 4.2296 -0.0174 -5.1081
H 3.2313 -0.4648 -2.8909
H 1.9035 -1.1202 1.0336
H 3.9106 -1.9064 2.2238
H 5.4967 -3.4377 1.1070
H 5.0863 -4.1545 -1.2281
H 3.0817 -3.3753 -2.4255
H 0.7520 -3.8623 -4.1692
H 0.3485 -6.2809 -4.3398
H -0.5588 -7.5319 -2.4083
H -1.0777 -6.3373 -0.3027
H -0.7200 -3.9101 -0.1341
F 1.0354 0.6777 -1.0648
N 1.9620 2.3843 0.8546
C 0.8516 3.1207 1.0227
N 0.8720 4.1260 1.9413
O -0.1554 2.9162 0.3144
H 2.7939 2.5289 1.3958
H 1.9610 1.7188 0.0756
H 1.5954 4.1659 2.6375
H -0.0278 4.4959 2.1928
*
```